No. 1
Entry from the OMol25 dataset: a structure of composition C27H33BN5PPtSi in a non-equilibrium geometry (ωB97M-V/def2-TZVPD).

Properties
HOMO level = -0.3134 Eh
Orbital gap = 8.13 eV

Element x y z (Å)
Pt 1.266 -0.208 -0.913
B 5.782 -0.425 -1.172
C 4.262 -0.741 -1.509
N 3.151 -0.977 -1.754
H 5.761 0.194 -0.119
H 6.356 -1.486 -1.045
H 6.225 0.256 -2.071
C 1.228 -1.833 4.024
N 2.478 -1.848 3.262
C 3.236 -0.640 3.585
N 2.495 0.604 3.362
C 1.240 0.547 4.110
N 0.427 -0.628 3.810
C -0.098 -0.596 2.439
P 1.273 -0.545 1.203
C 2.250 -1.972 1.819
C 2.269 0.824 1.933
H 1.482 -1.891 5.084
H 0.633 -2.708 3.757
H 4.150 -0.621 2.990
H 3.506 -0.685 4.641
H 0.658 1.447 3.901
H 1.484 0.531 5.174
H -0.748 0.270 2.301
H -0.702 -1.486 2.275
H 3.208 -2.011 1.294
H 1.711 -2.893 1.590
H 1.754 1.771 1.761
H 3.232 0.878 1.418
C 0.895 4.398 -2.139
C 1.297 3.000 -2.021
N 1.603 1.901 -1.911
H 1.650 5.036 -1.685
H -0.059 4.533 -1.629
H 0.785 4.660 -3.189
C -3.120 -3.510 1.469
C -3.675 -2.241 1.397
C -3.069 -1.258 0.621
C -1.894 -1.520 -0.085
C -1.363 -2.814 -0.016
C -1.964 -3.801 0.751
Si -1.005 -0.210 -1.091
C -1.356 -0.546 -2.889
C -0.616 0.078 -3.901
C -0.918 -0.126 -5.239
C -1.971 -0.961 -5.588
C -2.712 -1.595 -4.601
C -2.401 -1.397 -3.261
C -1.788 1.456 -0.665
C -1.271 2.299 0.323
C -1.881 3.506 0.644
C -3.023 3.909 -0.036
C -3.548 3.099 -1.033
C -2.936 1.889 -1.340
H -3.590 -4.276 2.073
H -4.578 -2.013 1.950
H -3.508 -0.267 0.588
H -0.451 -3.048 -0.560
H -1.533 -4.794 0.794
H 0.209 0.736 -3.643
H -0.332 0.362 -6.008
H -2.210 -1.123 -6.632
H -3.529 -2.252 -4.873
H -2.980 -1.908 -2.500
H -0.365 2.008 0.839
H -1.466 4.132 1.426
H -3.498 4.852 0.207
H -4.435 3.408 -1.573
H -3.362 1.270 -2.123

***

No. 2
Entry from the OMol25 dataset: a structure of composition C27H33BaIN5O2S (ωB97M-V/def2-TZVPD).

Properties
HOMO level = -0.3895 Eh
Orbital gap = 7.98 eV
Net charge = +1

Element x y z (Å)
Ba 0.485 0.080 0.379
C -4.597 -3.493 0.391
C -3.715 -2.696 1.341
N -3.815 -1.247 1.159
C -4.850 -0.536 1.922
C -6.155 -0.346 1.160
C -3.064 -0.579 0.272
S -1.910 -1.425 -0.702
N -3.371 0.718 0.107
C -2.524 1.696 -0.087
O -1.274 1.656 0.178
C -3.087 2.982 -0.593
C -4.410 3.061 -1.021
C -4.917 4.257 -1.499
C -4.108 5.385 -1.547
C -2.790 5.313 -1.121
C -2.280 4.114 -0.648
H -4.427 -4.560 0.541
H -4.352 -3.252 -0.643
H -5.655 -3.294 0.557
H -2.676 -2.984 1.199
H -3.982 -2.908 2.378
H -4.450 0.431 2.222
H -5.026 -1.119 2.828
H -5.976 0.204 0.239
H -6.857 0.221 1.771
H -6.617 -1.301 0.913
H -5.028 2.176 -0.976
H -5.944 4.312 -1.835
H -4.505 6.321 -1.919
H -2.159 6.192 -1.160
H -1.253 4.047 -0.317
C -4.961 -2.855 6.549
C -4.423 -3.168 5.159
N -3.108 -3.797 5.177
C -3.078 -5.228 5.498
C -3.289 -6.092 4.263
C -1.964 -3.260 4.694
O -0.939 -3.913 4.549
C -1.912 -1.801 4.311
C -2.468 -0.739 5.007
C -2.258 0.554 4.548
C -1.503 0.742 3.406
N -0.936 -0.272 2.742
C -1.138 -1.505 3.196
H -5.951 -2.405 6.477
H -4.306 -2.165 7.084
H -5.050 -3.758 7.153
H -4.380 -2.264 4.556
H -5.110 -3.847 4.645
H -3.852 -5.415 6.242
H -2.115 -5.447 5.952
H -4.243 -5.875 3.780
H -3.288 -7.147 4.537
H -2.486 -5.924 3.546
H -3.049 -0.907 5.904
H -2.679 1.405 5.064
H -1.346 1.734 2.998
H -0.670 -2.322 2.657
I 3.123 -1.527 2.328
C 3.396 0.531 2.658
C 4.346 0.942 3.577
C 4.501 2.305 3.771
C 3.711 3.187 3.050
C 2.791 2.668 2.159
N 2.629 1.354 1.958
H 4.941 0.221 4.118
H 5.233 2.671 4.479
H 3.803 4.256 3.174
H 2.152 3.322 1.577

***

No. 3
Entry from the OMol25 dataset: a structure of composition C27H33Br2ClN2O2Ta in a non-equilibrium geometry (ωB97M-V/def2-TZVPD).

Properties
HOMO level = -0.6220 Eh
Orbital gap = 4.94 eV
Net charge = +3

Element x y z (Å)
Ta -0.015 -0.863 0.548
C 1.328 -4.120 -1.263
C 1.617 -2.682 -1.522
C 2.910 -2.196 -1.525
C 3.217 -0.928 -2.043
C 4.618 -0.438 -2.017
C 2.202 -0.182 -2.678
C 0.897 -0.620 -2.693
C -0.128 -0.028 -3.600
C 0.557 -1.794 -1.932
H 1.789 -4.706 -2.063
H 0.261 -4.334 -1.277
H 1.770 -4.474 -0.332
H 3.724 -2.838 -1.207
H 5.167 -0.882 -2.856
H 5.139 -0.760 -1.116
H 4.682 0.643 -2.130
H 2.480 0.702 -3.241
H -0.070 -0.574 -4.548
H 0.069 1.016 -3.833
H -1.146 -0.145 -3.229
H -0.401 -2.249 -2.165
Br 2.132 -0.183 2.625
C 2.484 1.560 1.845
Br 1.935 1.402 -0.001
H 3.545 1.789 1.895
H 1.881 2.312 2.344
C 0.394 3.489 -2.467
C -0.610 2.627 -1.699
C -0.900 3.092 -0.292
C -0.804 4.437 0.043
C -1.173 4.891 1.300
C -1.678 4.005 2.236
C -1.801 2.651 1.946
C -2.374 1.725 2.987
C -1.282 0.992 3.768
C -1.369 2.201 0.687
N -1.525 0.797 0.359
C -2.758 0.365 0.128
C -2.946 -0.996 -0.061
C -4.055 -1.806 -0.309
C -3.590 -3.133 -0.344
C -2.230 -3.093 -0.121
N -1.810 -1.797 0.043
H 1.304 3.659 -1.891
H 0.670 3.005 -3.403
H -0.034 4.452 -2.734
H -0.273 1.584 -1.674
H -1.555 2.630 -2.252
H -0.471 5.151 -0.696
H -1.092 5.943 1.534
H -1.997 4.369 3.204
H -3.046 0.989 2.538
H -2.967 2.313 3.686
H -0.779 0.248 3.141
H -1.722 0.460 4.611
H -0.543 1.692 4.159
H -3.595 1.055 0.085
H -5.071 -1.473 -0.454
H -4.175 -4.022 -0.512
H -1.535 -3.916 -0.054
Cl 2.029 -2.912 4.247
C 0.778 -3.819 3.342
C 0.332 -2.824 2.303
O -0.553 -1.962 2.528
O 0.920 -2.727 1.167
H -0.017 -4.082 4.033
H 1.259 -4.687 2.902

***

No. 4
Entry from the OMol25 dataset: a structure of composition C27H33ClN4O5Re in a non-equilibrium geometry (ωB97M-V/def2-TZVPD).

Properties
HOMO level (spin up / spin down) = -0.4504 / -0.4505 Eh
Orbital gap (spin up / spin down) = 4.70 / 5.43 eV
Expectation value of S² = 1.174
Multiplicity = 2
Net charge = +2

Element x y z (Å)
Re -1.286 0.435 0.314
C -1.803 4.625 1.202
C -1.854 3.143 1.396
O -1.769 2.444 0.325
C -2.057 2.626 2.686
C -2.201 1.297 3.059
C -2.598 0.939 4.451
N -1.992 0.292 2.174
N -2.279 -0.956 2.580
C -2.274 -1.805 1.584
O -2.108 -1.352 0.339
C -2.462 -3.224 1.833
C -2.739 -4.098 0.779
C -2.927 -5.443 1.033
C -2.822 -5.925 2.331
C -2.512 -5.065 3.379
C -2.336 -3.717 3.136
H -2.765 4.959 0.805
H -1.610 5.149 2.134
H -1.035 4.876 0.472
H -2.172 3.352 3.476
H -2.809 1.824 5.044
H -3.474 0.292 4.427
H -1.801 0.362 4.923
H -2.816 -3.713 -0.229
H -3.155 -6.123 0.223
H -2.985 -6.976 2.532
H -2.407 -5.451 4.383
H -2.092 -3.029 3.932
C -0.255 -0.795 -3.961
C -0.344 -0.770 -2.417
N -1.090 0.426 -1.966
C -0.394 1.650 -2.424
C -0.286 1.659 -3.965
N -0.952 0.422 -4.483
C -2.393 0.409 -4.080
C -2.457 0.395 -2.535
H -0.735 -1.676 -4.381
H 0.777 -0.773 -4.306
H 0.651 -0.743 -1.974
H -0.853 -1.656 -2.040
H 0.591 1.679 -1.959
H -0.953 2.511 -2.060
H 0.749 1.657 -4.299
H -0.782 2.525 -4.400
H -0.895 0.419 -5.502
H -2.866 -0.469 -4.514
H -2.873 1.292 -4.497
H -2.961 -0.501 -2.175
H -3.003 1.261 -2.164
C 5.162 2.786 -0.350
C 5.194 1.286 -0.370
C 6.117 0.584 -1.123
C 6.131 -0.807 -1.127
Cl 7.301 -1.652 -2.067
C 5.203 -1.512 -0.382
C 4.271 -0.825 0.382
C 4.272 0.563 0.407
O 3.412 1.331 1.142
C 2.542 0.720 2.049
C 1.208 0.381 1.399
O 0.637 -0.690 1.623
O 0.670 1.259 0.618
H 5.852 3.197 -1.083
H 5.435 3.162 0.638
H 4.156 3.155 -0.559
H 6.850 1.124 -1.708
H 5.214 -2.593 -0.394
H 3.546 -1.395 0.950
H 2.344 1.452 2.836
H 2.948 -0.184 2.499

***

The records above give, respectively, energy relative to the best compared isomer or geometry (same formula, charge and spin) values of 19.03; 0.00; 48.82; 38.98 kcal/mol.